Record 1
ORCA calculation (ωB97M-V/def2-TZVPD) on C2H7INbOS as an isolated structure.

## Properties
Net charge: -1
Gap between HOMO and LUMO: 0.270 Ha

Each line ends with the Löwdin charge.
Geometry (Å):
O  1.30  -1.81  1.85  -0.218
C  0.26  -1.78  1.00  -0.848
I  -0.08  -3.58  -0.21  0.598
C  -0.62  -0.39  0.94  -0.459
Nb  -0.05  0.65  -1.02  0.818
S  0.15  2.87  0.20  -0.042
H  -1.78  -0.64  0.88  0.053
H  -0.40  0.27  1.90  0.051
H  -1.79  0.97  -1.42  -0.178
H  0.38  1.45  -2.61  -0.197
H  1.74  0.33  -0.80  -0.154
H  -0.25  -0.98  -1.85  -0.182
H  1.16  2.63  1.15  -0.241

Record 2
ORCA calculation (ωB97M-V/def2-TZVPD) on a 2-piece molecular cluster, C2H7IP2 overall.

## Properties
Energy relative to the best compared isomer or geometry (same formula, charge and spin): 1.5676 eV
Net charge: 0
Gap between HOMO and LUMO: 0.244 Ha

Each line ends with the Löwdin charge.
Geometry (Å):
C  -3.13  -0.31  -0.44  -0.064
C  2.55  -0.51  1.99  -0.431
P  1.50  1.86  -0.07  0.242
P  2.60  0.28  0.38  -0.150
I  4.85  0.07  -0.62  0.262
H  -2.62  -1.23  -0.38  -0.013
H  -2.59  0.63  0.01  0.058
H  -3.40  0.03  -1.41  -0.015
H  3.04  -1.49  2.04  0.037
H  1.58  -0.48  2.34  -0.002
H  3.23  -0.13  2.75  0.048
H  -4.15  -0.54  -0.01  0.028

Record 3
ORCA calculation (ωB97M-V/def2-TZVPD) on C2H7N as an isolated structure.

## Properties
Energy relative to the best compared isomer or geometry (same formula, charge and spin): 4.1439 eV
Net charge: 0
Gap between HOMO and LUMO: 0.340 Ha

Each line ends with the Löwdin charge.
Geometry (Å):
C  0.31  -0.33  -1.04  -0.026
C  -0.43  0.67  -0.33  -0.481
N  -0.18  1.29  0.74  -0.002
H  1.36  -0.53  -0.83  0.087
H  -0.15  -0.82  -1.89  0.077
H  -0.37  -0.74  -0.13  0.086
H  -0.15  -1.04  2.05  0.054
H  -1.37  0.93  -0.83  0.115
H  0.36  -1.36  1.61  0.036
H  0.62  1.93  0.65  0.055

Record 4
ORCA calculation (ωB97M-V/def2-TZVPD) on C2H7N as an isolated structure.

## Properties
Energy relative to the best compared isomer or geometry (same formula, charge and spin): 3.5242 eV
Net charge: 0
Gap between HOMO and LUMO: 0.370 Ha

Each line ends with the Löwdin charge.
Geometry (Å):
C  0.01  -0.47  0.47  -0.488
C  -0.94  0.26  -0.42  -0.098
N  1.34  -0.16  0.14  -0.071
H  1.96  -0.36  0.92  0.051
H  1.10  0.97  -0.46  0.131
H  -0.28  -0.38  1.53  0.108
H  -0.36  -1.43  0.00  0.121
H  -0.90  -0.09  -1.44  0.055
H  -1.95  0.35  -0.04  0.069
H  0.01  1.31  -0.70  0.122

Record 5
ORCA calculation (ωB97M-V/def2-TZVPD) on an isolated ion of composition C2H7N2 and charge +1.

## Properties
Energy relative to the best compared isomer or geometry (same formula, charge and spin): 5.5342 eV
Net charge: +1
Gap between HOMO and LUMO: 0.229 Ha

Each line ends with the Löwdin charge.
Geometry (Å):
C  1.59  0.21  0.73  -0.066
N  0.53  0.00  -0.27  0.159
C  -0.87  0.04  -0.01  -0.231
N  -1.49  -0.17  -1.30  0.070
H  -2.31  -0.78  -1.33  0.110
H  2.36  -0.68  0.66  0.157
H  2.26  1.09  0.36  0.158
H  -1.38  0.93  0.48  0.207
H  -1.08  -0.74  0.86  0.243
H  1.28  0.41  1.85  0.132
H  -0.88  -0.32  -2.03  0.061

Record 6
ORCA calculation (ωB97M-V/def2-TZVPD) on an isolated ion of composition C2H7N2 and charge +1.

## Properties
Energy relative to the best compared isomer or geometry (same formula, charge and spin): 0.9166 eV
Net charge: +1
Gap between HOMO and LUMO: 0.421 Ha

Each line ends with the Löwdin charge.
Geometry (Å):
C  0.92  -0.73  0.04  -0.102
C  -1.31  0.40  -0.01  -0.073
N  -0.43  -0.72  -0.11  -0.006
N  1.57  0.42  -0.01  0.162
H  1.51  -1.62  0.09  0.154
H  -2.07  -0.03  0.52  0.064
H  -0.99  1.29  0.55  0.100
H  -1.71  0.84  -1.04  0.158
H  -0.94  -1.63  -0.30  0.196
H  2.49  0.46  0.47  0.159
H  0.96  1.32  -0.19  0.186

Record 7
ORCA calculation (ωB97M-V/def2-TZVPD) on a 2-piece molecular cluster, C2H7N2O overall.

## Properties
Energy relative to the best compared isomer or geometry (same formula, charge and spin): 5.3922 eV
Net charge: -1
Gap between HOMO and LUMO (alpha / beta): 0.206 / 0.166 Ha

Each line ends with the Löwdin charge.
Geometry (Å):
C  0.62  -0.64  0.77  -0.262
C  -1.15  0.57  -0.42  -0.186
N  1.97  -1.83  -1.74  -0.293
N  -0.69  -0.50  0.43  -0.144
O  2.34  -1.36  -2.93  -0.501
H  1.00  -0.01  1.70  0.103
H  0.71  -1.70  1.13  0.076
H  1.17  -0.27  -0.10  0.036
H  -0.96  0.36  -1.47  0.059
H  -2.28  0.66  -0.22  0.076
H  -0.42  1.52  -0.15  0.110
H  1.46  -2.69  -2.00  -0.074

Record 8
ORCA calculation (ωB97M-V/def2-TZVPD) on a 2-piece molecular cluster, C2H7N2O overall.

## Properties
Energy relative to the best compared isomer or geometry (same formula, charge and spin): 0.7243 eV
Net charge: +1
Gap between HOMO and LUMO: 0.344 Ha

Each line ends with the Löwdin charge.
Geometry (Å):
C  -2.06  -0.78  0.52  0.150
N  -1.38  -1.74  0.07  0.200
H  -3.15  -0.81  0.56  0.131
H  -1.56  0.00  1.08  0.106
H  -0.36  -1.68  -0.01  0.136
H  -1.80  -2.55  -0.39  0.161
C  1.32  1.12  0.16  -0.371
N  2.20  1.41  -0.79  0.164
O  0.35  0.38  0.01  -0.059
H  1.49  1.54  1.16  0.141
H  1.95  1.12  -1.73  0.123
H  3.00  1.98  -0.63  0.118

Record 9
ORCA calculation (ωB97M-V/def2-TZVPD) on a 2-piece molecular cluster, C2H7N2O overall.

## Properties
Energy relative to the best compared isomer or geometry (same formula, charge and spin): 0.9138 eV
Net charge: +1
Gap between HOMO and LUMO: 0.329 Ha

Each line ends with the Löwdin charge.
Geometry (Å):
C  2.82  -0.35  0.92  0.176
N  1.56  -0.39  1.12  0.197
H  3.26  0.59  0.61  0.127
H  3.36  -1.23  1.20  0.122
H  1.23  -1.35  1.20  0.154
H  0.88  0.27  0.70  0.103
C  -1.98  0.54  -0.36  -0.374
N  -2.40  0.25  -1.60  0.158
O  -0.85  0.37  0.06  -0.045
H  -2.75  0.97  0.31  0.145
H  -1.75  0.11  -2.35  0.121
H  -3.38  0.21  -1.81  0.115

Record 10
ORCA calculation (ωB97M-V/def2-TZVPD) on a 2-piece molecular cluster, C2H7N2O2 overall.

## Properties
Energy relative to the best compared isomer or geometry (same formula, charge and spin): 8.6056 eV
Net charge: +1
Gap between HOMO and LUMO (alpha / beta): 0.309 / 0.309 Ha

Each line ends with the Löwdin charge.
Geometry (Å):
C  1.54  1.15  -0.40  -0.005
C  -2.09  -0.48  0.38  -0.009
N  0.03  -1.12  -0.55  0.201
N  1.57  -0.12  0.22  -0.079
O  2.36  -0.76  0.80  0.220
O  -1.04  -0.41  -0.60  -0.126
H  2.16  2.00  -0.09  0.122
H  0.61  1.67  -0.56  0.101
H  2.05  1.11  -1.39  0.153
H  -2.50  -1.46  0.69  0.115
H  -2.99  0.22  0.04  0.161
H  -1.71  -0.07  1.27  0.069
H  0.02  -1.72  0.20  0.077

Record 11
ORCA calculation (ωB97M-V/def2-TZVPD) on an isolated ion of composition C2H7N2O2 and charge +1.

## Properties
Energy relative to the best compared isomer or geometry (same formula, charge and spin): 2.5955 eV
Net charge: +1
Gap between HOMO and LUMO: 0.448 Ha

Each line ends with the Löwdin charge.
Geometry (Å):
C  -0.13  -0.61  -0.87  -0.405
C  -0.24  0.18  1.10  -0.244
N  0.47  -0.89  0.42  0.098
N  -0.57  0.83  -0.39  0.257
O  0.69  -0.56  -1.91  0.061
O  0.54  1.02  1.84  0.095
H  -1.11  -1.26  -1.13  0.216
H  -1.11  -0.04  1.60  0.140
H  1.44  -0.59  0.20  0.156
H  0.06  1.58  -0.60  0.164
H  -1.48  1.08  -0.65  0.140
H  0.77  -1.49  -2.34  0.201
H  0.68  0.75  2.73  0.121

Record 12
ORCA calculation (ωB97M-V/def2-TZVPD) on a 2-piece molecular cluster, C2H7N2O2 overall.

## Properties
Energy relative to the best compared isomer or geometry (same formula, charge and spin): 5.8022 eV
Net charge: +1
Gap between HOMO and LUMO (alpha / beta): 0.355 / 0.355 Ha

Each line ends with the Löwdin charge.
Geometry (Å):
C  -2.03  -0.63  0.01  -0.010
C  -0.68  -0.47  0.60  -0.031
N  1.57  -1.24  -0.10  -0.068
N  0.35  -1.01  0.09  0.163
O  2.13  -2.32  -0.16  0.160
O  2.07  1.27  0.27  0.009
H  -2.72  -1.10  0.65  0.077
H  -2.65  0.30  -0.11  0.122
H  -1.89  -1.26  -0.97  0.144
H  2.40  2.00  0.73  0.055
H  -0.48  0.10  1.43  0.125
H  2.18  -0.37  -0.05  0.160
H  1.86  1.62  -0.61  0.094

Record 13
ORCA calculation (ωB97M-V/def2-TZVPD) on a 2-piece molecular cluster, C2H7N2O6S2 overall.

## Properties
Energy relative to the best compared isomer or geometry (same formula, charge and spin): 0.9953 eV
Net charge: -1
Gap between HOMO and LUMO: 0.340 Ha

Each line ends with the Löwdin charge.
Geometry (Å):
C  1.88  -0.16  -1.90  -0.331
C  1.74  -0.26  -0.44  -0.386
N  0.83  -0.75  -2.65  -0.027
N  2.49  -0.94  0.30  0.124
O  -1.86  0.38  3.25  -0.253
O  -0.70  -0.73  -0.11  -0.394
O  -3.12  0.20  0.89  -0.309
O  -3.40  2.00  2.23  -0.453
O  0.39  0.48  1.67  -0.431
O  -0.28  1.69  -0.45  -0.325
S  -2.21  1.23  1.88  0.888
S  0.10  0.48  0.22  0.452
H  1.78  0.88  -2.21  0.100
H  2.87  -0.49  -2.19  0.112
H  1.12  -1.76  -2.79  0.086
H  -0.12  -0.89  -2.18  0.086
H  2.18  -1.04  1.25  0.039
H  -2.67  -0.46  0.30  0.045
H  -1.00  0.13  2.93  -0.023

Record 14
ORCA calculation (ωB97M-V/def2-TZVPD) on an isolated ion of composition C2H7N2O8S2 and charge -1.

## Properties
Energy relative to the best compared isomer or geometry (same formula, charge and spin): 0.0462 eV
Net charge: -1
Gap between HOMO and LUMO: 0.363 Ha

Each line ends with the Löwdin charge.
Geometry (Å):
C  -0.09  0.32  -0.53  -0.360
C  -0.92  -0.88  0.00  -0.637
N  0.76  0.95  0.39  -0.103
N  0.08  -1.85  0.59  0.105
O  -0.42  2.61  -1.44  -0.298
O  2.42  -0.67  -0.43  -0.312
O  -2.17  1.04  -2.00  -0.297
O  -1.92  1.93  0.22  -0.301
O  1.91  -0.51  1.96  -0.168
O  3.36  1.11  0.92  -0.282
O  -1.64  -1.48  -1.01  0.058
O  -1.76  -0.50  1.04  0.020
S  -1.26  1.57  -1.00  0.407
S  2.21  0.27  0.65  0.567
H  0.47  -0.05  -1.41  0.154
H  0.88  1.99  0.19  0.151
H  1.11  -1.01  1.61  0.027
H  0.97  -1.94  -0.04  0.126
H  -0.32  -2.69  0.77  0.047
H  -1.72  -0.69  -1.54  0.032
H  -1.95  0.47  1.07  0.066

Record 15
ORCA calculation (ωB97M-V/def2-TZVPD) on an isolated molecule of C2H7N2P.

## Properties
Energy relative to the best compared isomer or geometry (same formula, charge and spin): 3.1422 eV
Net charge: 0
Gap between HOMO and LUMO (alpha / beta): 0.286 / 0.288 Ha

Each line ends with the Löwdin charge.
Geometry (Å):
C  1.27  -1.04  -0.73  -0.157
C  -1.01  0.18  -0.68  -0.174
N  -0.93  1.71  1.89  -0.255
N  0.25  -0.21  -0.07  -0.585
P  0.54  0.34  1.49  0.921
H  0.89  -2.19  -0.71  0.128
H  1.59  -0.67  -1.67  0.065
H  2.00  -1.09  0.12  0.033
H  -1.14  1.27  -0.57  0.054
H  -1.11  -0.26  -1.73  0.109
H  -1.78  -0.20  -0.03  0.056
H  -0.57  2.15  2.69  -0.196

Record 16
ORCA calculation (ωB97M-V/def2-TZVPD) on a 2-piece molecular cluster, C2H7N2S overall.

## Properties
Energy relative to the best compared isomer or geometry (same formula, charge and spin): 1.0494 eV
Net charge: -1
Gap between HOMO and LUMO: 0.236 Ha

Each line ends with the Löwdin charge.
Geometry (Å):
C  2.78  1.87  0.12  -0.741
S  1.07  1.26  0.35  0.022
H  3.11  1.48  -0.89  -0.014
H  2.69  2.94  -0.03  -0.037
H  3.38  1.43  0.93  -0.023
N  -0.70  -1.34  -0.52  0.011
C  -1.93  -1.49  0.13  -0.394
N  -2.91  -1.99  -0.53  0.020
H  -0.53  -0.68  -1.26  0.038
H  -0.01  -1.26  0.24  -0.003
H  -1.86  -1.27  1.23  0.117
H  -3.64  -2.38  0.06  0.005

Record 17
ORCA calculation (ωB97M-V/def2-TZVPD) on an isolated molecule of C2H7N3.

## Properties
Energy relative to the best compared isomer or geometry (same formula, charge and spin): 0.3143 eV
Net charge: 0
Gap between HOMO and LUMO: 0.351 Ha

Each line ends with the Löwdin charge.
Geometry (Å):
C  1.56  0.59  -0.61  -0.096
N  0.56  -0.41  -0.31  -0.027
C  -0.58  -0.11  0.40  -0.587
N  -1.48  -1.18  0.50  0.098
N  -0.73  1.05  0.92  0.086
H  1.55  0.81  -1.68  0.076
H  2.57  0.27  -0.36  0.074
H  1.30  1.49  -0.08  0.060
H  0.45  -1.14  -1.00  0.118
H  -1.60  -1.68  -0.37  0.079
H  -2.37  -0.80  0.80  0.083
H  -1.23  1.11  1.80  0.036

Record 18
ORCA calculation (ωB97M-V/def2-TZVPD) on an isolated molecule of C2H7N3.

## Properties
Energy relative to the best compared isomer or geometry (same formula, charge and spin): 2.3681 eV
Net charge: 0
Gap between HOMO and LUMO: 0.357 Ha

Each line ends with the Löwdin charge.
Geometry (Å):
C  1.48  -0.81  0.18  -0.102
C  -0.81  -0.56  -0.22  -0.359
H  1.96  -0.32  0.99  0.063
H  1.07  -1.74  0.65  0.092
H  2.27  -1.01  -0.62  0.104
H  -0.28  1.66  0.57  0.075
H  0.57  2.02  -0.82  0.091
H  -0.60  -1.58  -0.83  0.156
H  -1.95  0.62  0.74  0.040
N  0.41  0.03  -0.20  -0.293
N  0.57  1.42  0.01  0.059
N  -1.99  -0.23  0.13  0.074

Record 19
ORCA calculation (ωB97M-V/def2-TZVPD) on an isolated molecule of C2H7N3.

## Properties
Energy relative to the best compared isomer or geometry (same formula, charge and spin): 2.3474 eV
Net charge: 0
Gap between HOMO and LUMO: 0.352 Ha

Each line ends with the Löwdin charge.
Geometry (Å):
C  1.49  -0.47  1.15  -0.163
C  -0.45  0.08  -0.22  -0.633
H  0.61  -0.60  1.95  0.093
H  2.34  0.21  1.85  0.127
H  2.00  -1.45  0.75  0.093
H  1.35  0.99  -0.43  0.075
H  -1.96  0.96  -1.54  0.050
H  -0.82  2.10  -1.15  0.196
H  -2.11  -0.99  0.17  0.087
N  0.94  0.23  -0.01  -0.057
N  -1.00  0.86  -1.25  0.052
N  -1.02  -0.93  0.24  0.080

Record 20
ORCA calculation (ωB97M-V/def2-TZVPD) on an isolated molecule of C2H7N3O.

## Properties
Energy relative to the best compared isomer or geometry (same formula, charge and spin): 6.7648 eV
Net charge: 0
Gap between HOMO and LUMO (alpha / beta): 0.299 / 0.332 Ha

Each line ends with the Löwdin charge.
Geometry (Å):
C  -1.28  1.42  0.13  -0.135
C  1.78  -0.55  -0.18  -0.035
N  -0.03  0.78  0.45  -0.007
N  0.35  -0.26  -0.23  -0.265
N  -0.39  -1.38  0.05  -0.053
O  -1.44  -1.02  0.85  -0.135
H  -0.60  -1.97  -0.76  0.152
H  -1.69  1.16  -0.85  0.079
H  -1.08  2.49  0.18  0.074
H  -2.03  1.18  0.88  0.071
H  2.31  0.40  -0.22  0.084
H  2.04  -1.17  -1.03  0.082
H  2.05  -1.07  0.74  0.087